--- P ---
# C55H50As2I2N3PSTl

A structure of composition C55H50As2I2N3PSTl (ωB97M-V/def2-TZVPD, the OMol25 dataset).

Computed properties:
E_HOMO	-10.21	eV
total charge	+1
2S+1	1

Cartesian coordinates (Å):
Tl 0.01 0.49 -0.49
C -3.44 0.33 2.46
C -2.40 -0.33 3.35
As -0.57 0.24 2.85
C -0.77 2.12 3.35
C -1.08 2.51 4.65
C -1.28 3.85 4.95
C -1.19 4.81 3.95
C -0.89 4.42 2.65
C -0.68 3.08 2.36
C 0.40 -0.48 4.37
C 0.27 -1.83 4.66
C 1.00 -2.41 5.68
C 1.88 -1.64 6.44
C 2.00 -0.28 6.17
C 1.27 0.30 5.14
As -3.20 -0.23 0.58
C -4.59 0.84 -0.27
C -5.32 0.32 -1.33
C -6.22 1.12 -2.03
C -6.38 2.45 -1.68
C -5.64 2.98 -0.63
C -4.74 2.18 0.07
C -4.08 -1.95 0.74
C -3.28 -3.09 0.69
C -3.83 -4.35 0.87
C -5.19 -4.48 1.11
C -6.00 -3.35 1.16
C -5.44 -2.09 0.98
H -3.36 1.42 2.52
H -4.45 0.05 2.76
H -2.45 -1.42 3.28
H -2.54 -0.06 4.40
H -1.16 1.77 5.44
H -1.52 4.15 5.96
H -1.34 5.85 4.18
H -0.82 5.17 1.86
H -0.45 2.79 1.34
H -0.41 -2.45 4.08
H 0.89 -3.47 5.90
H 2.45 -2.09 7.24
H 2.68 0.33 6.76
H 1.36 1.36 4.95
H -5.21 -0.72 -1.61
H -6.79 0.70 -2.85
H -7.07 3.08 -2.22
H -5.76 4.02 -0.35
H -4.17 2.62 0.88
H -2.21 -3.00 0.51
H -3.19 -5.23 0.83
H -5.62 -5.46 1.25
H -7.06 -3.45 1.34
H -6.08 -1.22 1.02
N 2.50 -0.39 -1.64
C 3.25 -1.48 -1.12
C 4.64 -1.46 -1.06
C 5.33 -2.55 -0.55
C 4.64 -3.67 -0.12
C 3.26 -3.69 -0.17
C 2.55 -2.60 -0.65
P 0.73 -2.47 -0.57
C 0.24 -4.03 0.21
C -0.14 -5.17 -0.50
C -0.48 -6.33 0.18
C -0.46 -6.36 1.57
C -0.08 -5.23 2.28
C 0.25 -4.07 1.61
C 0.16 -2.63 -2.29
C 1.01 -2.89 -3.36
C 0.50 -2.95 -4.66
C -0.86 -2.77 -4.88
C -1.71 -2.53 -3.81
C -1.20 -2.44 -2.53
H 2.27 -0.52 -2.62
H 3.00 0.49 -1.53
H 5.17 -0.59 -1.42
H 6.41 -2.52 -0.50
H 5.18 -4.52 0.27
H 2.72 -4.57 0.19
H -0.16 -5.15 -1.58
H -0.77 -7.21 -0.38
H -0.73 -7.27 2.09
H -0.06 -5.25 3.37
H 0.55 -3.18 2.16
H 2.07 -3.06 -3.19
H 1.16 -3.15 -5.49
H -1.26 -2.83 -5.89
H -2.77 -2.38 -3.98
H -1.87 -2.23 -1.70
I -2.45 2.82 -2.46
C -0.95 2.84 -3.95
I -0.08 0.94 -4.34
H -0.16 3.52 -3.65
H -1.41 3.17 -4.88
S 2.99 5.06 3.89
C 2.83 3.83 2.64
C 2.93 2.46 2.90
C 2.69 1.57 1.88
N 2.34 1.94 0.64
C 2.26 3.25 0.40
C 2.51 4.23 1.35
C 4.14 4.26 4.99
C 5.46 4.04 4.62
C 6.29 3.40 5.52
N 5.91 3.00 6.74
C 4.65 3.24 7.09
C 3.72 3.85 6.25
H 3.20 2.10 3.88
H 2.75 0.50 2.06
H 1.98 3.54 -0.61
H 2.43 5.27 1.09
H 5.82 4.35 3.65
H 7.33 3.21 5.26
H 4.36 2.91 8.08
H 2.70 4.02 6.58

---

--- Q ---
# C55H50As2I2N3PSTl

A structure of composition C55H50As2I2N3PSTl (ωB97M-V/def2-TZVPD, the OMol25 dataset).

Computed properties:
E_HOMO	-10.34	eV
total charge	+1
2S+1	1

Cartesian coordinates (Å):
Tl 0.56 0.85 -1.23
C 1.64 0.57 3.33
C 0.57 -0.52 3.28
As 0.36 -1.23 1.44
C 2.17 -1.99 1.36
C 2.64 -2.90 2.30
C 3.94 -3.38 2.23
C 4.80 -2.94 1.23
C 4.35 -2.01 0.31
C 3.04 -1.54 0.38
C -0.71 -2.80 1.93
C -1.99 -2.54 2.43
C -2.83 -3.57 2.80
C -2.41 -4.89 2.67
C -1.16 -5.16 2.14
C -0.32 -4.12 1.77
As 1.24 2.11 2.16
C 2.86 3.15 2.51
C 2.80 4.52 2.77
C 3.96 5.24 2.98
C 5.20 4.62 2.91
C 5.27 3.26 2.62
C 4.10 2.54 2.42
C 0.00 2.98 3.39
C -1.32 3.14 2.98
C -2.26 3.75 3.82
C -1.87 4.21 5.06
C -0.55 4.07 5.47
C 0.37 3.44 4.65
H 2.60 0.14 3.02
H 1.77 0.94 4.35
H -0.40 -0.13 3.61
H 0.84 -1.34 3.94
H 1.99 -3.24 3.10
H 4.29 -4.09 2.97
H 5.81 -3.32 1.17
H 5.01 -1.64 -0.46
H 2.71 -0.81 -0.35
H -2.31 -1.51 2.55
H -3.82 -3.35 3.19
H -3.07 -5.70 2.96
H -0.83 -6.19 2.03
H 0.66 -4.34 1.36
H 1.84 5.01 2.81
H 3.90 6.30 3.21
H 6.11 5.19 3.06
H 6.23 2.77 2.55
H 4.18 1.47 2.20
H -1.62 2.79 2.00
H -3.28 3.85 3.48
H -2.59 4.69 5.71
H -0.24 4.45 6.43
H 1.39 3.31 4.99
N -1.25 0.65 -3.53
C -2.66 0.39 -3.47
C -3.32 -0.31 -4.46
C -4.70 -0.48 -4.40
C -5.41 0.07 -3.34
C -4.75 0.73 -2.32
C -3.37 0.89 -2.37
P -2.36 1.62 -1.02
C -3.67 1.85 0.23
C -4.43 3.01 0.39
C -5.48 3.01 1.29
C -5.77 1.88 2.05
C -4.99 0.74 1.92
C -3.94 0.73 1.01
C -2.03 3.32 -1.61
C -2.42 3.79 -2.86
C -2.07 5.07 -3.26
C -1.33 5.89 -2.42
C -0.94 5.43 -1.17
C -1.27 4.14 -0.78
H -1.08 1.50 -4.07
H -0.77 -0.11 -4.00
H -2.76 -0.71 -5.30
H -5.21 -1.01 -5.19
H -6.49 -0.04 -3.31
H -5.31 1.12 -1.49
H -4.21 3.89 -0.20
H -6.09 3.90 1.40
H -6.60 1.89 2.74
H -5.20 -0.13 2.52
H -3.33 -0.16 0.87
H -3.02 3.16 -3.51
H -2.38 5.43 -4.23
H -1.06 6.89 -2.74
H -0.35 6.06 -0.52
H -0.94 3.77 0.19
I 4.19 2.20 -1.35
C 3.65 2.90 -3.30
I 1.59 3.46 -3.50
H 3.86 2.12 -4.01
H 4.24 3.78 -3.50
S 3.41 -5.47 -2.08
C 2.38 -4.03 -2.30
C 1.11 -3.97 -1.74
C 0.37 -2.81 -1.87
N 0.81 -1.75 -2.55
C 2.01 -1.84 -3.14
C 2.83 -2.95 -3.04
C 2.56 -6.48 -3.30
C 2.90 -6.35 -4.64
C 2.18 -7.10 -5.56
N 1.19 -7.92 -5.23
C 0.89 -8.05 -3.94
C 1.55 -7.35 -2.93
H 0.71 -4.82 -1.20
H -0.62 -2.73 -1.44
H 2.31 -0.97 -3.71
H 3.79 -2.97 -3.53
H 3.69 -5.69 -4.95
H 2.40 -7.03 -6.62
H 0.09 -8.74 -3.70
H 1.27 -7.48 -1.89

---

Short version: Q is the least stable of them.

---

--- P ---
# CH4S

An isolated molecule of CH4S (ωB97M-V/def2-TZVPD, the OMol25 dataset).

Computed properties:
E_HOMO	-8.99	eV
total charge	0
2S+1	1
structure (SMILES)	CS

Cartesian coordinates (Å):
C 1.14 0.05 -0.02
S -0.63 -0.09 -0.01
H 1.32 0.85 -0.73
H 1.61 0.11 1.02
H 1.42 -0.91 -0.28
H -1.11 1.16 0.22

---

--- Q ---
# CH4S

An isolated molecule of CH4S (ωB97M-V/def2-TZVPD, the OMol25 dataset).

Computed properties:
E_HOMO	-9.09	eV
total charge	0
2S+1	1
structure (SMILES)	CS

Cartesian coordinates (Å):
C -0.29 -0.44 0.26
S 1.28 0.55 0.01
H -1.12 0.12 -0.18
H -0.50 -0.26 1.31
H -0.14 -1.26 -0.41
H 0.77 1.28 -0.98

---

Short version: Q is the least stable of them.

---

--- P ---
# C5H6N4S

An isolated molecule of C5H6N4S (ωB97M-V/def2-TZVPD, the OMol25 dataset).

Computed properties:
E_HOMO	-8.02	eV
total charge	0
2S+1	1

Cartesian coordinates (Å):
C 0.72 -0.57 -1.43
C 0.58 1.72 1.11
C -0.17 3.13 2.86
C -0.86 -2.42 -1.31
C 0.36 -1.83 -2.03
N 0.85 0.16 -0.52
N 1.29 1.09 0.17
N -1.04 2.26 2.49
N -0.63 1.47 1.51
S 1.34 3.06 1.98
H -0.33 3.85 3.63
H -0.61 -2.66 -0.28
H -1.17 -3.33 -1.82
H -1.68 -1.72 -1.32
H 0.14 -1.69 -3.09
H 1.22 -2.51 -1.94

---

--- Q ---
# C5H6N4S

An isolated molecule of C5H6N4S (ωB97M-V/def2-TZVPD, the OMol25 dataset).

Computed properties:
E_HOMO (alpha / beta)	-7.87 / -7.87	eV
total charge	0
2S+1	1
structure (SMILES)	[H]\N=C1/SC=N/C1=C/C=N\N

Cartesian coordinates (Å):
H -1.41 -1.08 2.28
N -0.91 -0.85 1.48
C -0.15 0.12 1.41
S 0.55 0.98 2.86
C 1.20 2.18 1.75
N 0.96 2.06 0.53
C 0.40 0.81 0.18
C 0.24 0.66 -1.18
C -0.21 -0.30 -2.13
N -0.63 -1.54 -2.11
N -0.68 -2.28 -1.07
H 1.91 2.81 2.07
H 0.90 1.46 -1.60
H -0.21 0.07 -3.22
H -1.27 -3.02 -1.27
H -0.69 -2.08 0.00

---

Short version: P is the least stable of them.

---

--- P ---
# C5H20O5

A cluster of 5 separate species, C5H20O5 in total (ωB97M-V/def2-TZVPD, the OMol25 dataset).

Computed properties:
E_HOMO	-10.14	eV
total charge	0
2S+1	1
structure (SMILES)	CO.CO.CO.CO.CO

Cartesian coordinates (Å):
C -5.94 -1.04 -4.79
O -5.63 -2.16 -4.00
H -6.09 -1.27 -5.84
H -6.70 -0.41 -4.33
H -5.02 -0.44 -4.73
H -6.06 -2.02 -3.16
C -0.40 -0.91 -0.53
O 0.82 -0.52 0.11
H -0.50 -0.40 -1.48
H -0.47 -1.99 -0.69
H -1.25 -0.50 0.02
H 1.06 0.33 -0.27
C 3.29 4.88 -2.55
O 2.16 4.13 -2.17
H 3.14 5.69 -3.25
H 3.74 5.43 -1.72
H 4.03 4.25 -3.05
H 1.53 4.70 -1.73
C 0.06 2.28 5.48
O -0.87 3.21 5.02
H 1.04 2.58 5.13
H -0.02 2.24 6.57
H -0.21 1.32 5.05
H -1.74 3.00 5.36
C 3.40 -5.69 2.16
O 3.41 -5.01 0.93
H 3.74 -6.71 2.02
H 4.07 -5.16 2.84
H 2.38 -5.67 2.56
H 3.04 -4.13 1.04

---

--- Q ---
# C5H20O5

A cluster of 6 separate species, C5H20O5 in total (ωB97M-V/def2-TZVPD, the OMol25 dataset).

Computed properties:
E_HOMO	-9.06	eV
total charge	0
2S+1	1
structure (SMILES)	C=C(C)CC.O.O.O.O.O

Cartesian coordinates (Å):
C -2.18 -2.38 -0.87
C -0.88 -2.64 -0.39
C -0.08 -3.79 -0.71
C -0.28 -1.58 0.51
C -0.37 -0.19 -0.02
H -2.71 -2.99 -1.39
H -2.62 -1.47 -0.47
H -0.43 -4.18 -1.70
H 0.89 -3.40 -0.94
H -0.06 -4.71 -0.05
H 0.84 -1.92 0.80
H -0.74 -1.48 1.40
H 0.33 0.50 0.42
H -0.26 -0.21 -1.14
H -1.45 0.09 0.20
O 0.47 -0.69 -3.07
H 1.25 -0.06 -3.08
H -0.01 -0.73 -2.34
O 1.40 1.26 4.37
H 1.21 1.46 3.41
H 1.78 0.32 4.36
O 0.42 3.28 1.96
H -0.22 3.22 2.65
H 0.70 4.25 2.21
O -0.31 3.45 -0.64
H -0.30 4.41 -0.81
H -0.26 3.40 0.38
O 1.60 2.24 -1.91
H 1.09 2.99 -1.62
H 1.19 1.54 -1.52

---

Short version: P is the least stable of them.

---

--- P ---
# C18H54O9

A cluster of 9 separate species, C18H54O9 in total (ωB97M-V/def2-TZVPD, the OMol25 dataset).

Computed properties:
E_HOMO	-9.54	eV
total charge	0
2S+1	1
structure (SMILES)	CC(C)O.CC(C)O.CC(C)O.CC(C)O.CC(C)O.CC(C)O.O.O.O

Cartesian coordinates (Å):
C 2.30 -6.11 2.95
C 1.83 -4.70 3.19
C 0.78 -4.63 4.35
O 2.94 -3.92 3.55
H 2.73 -6.42 3.90
H 3.00 -6.25 2.12
H 1.35 -6.60 2.74
H 1.33 -4.31 2.31
H 0.65 -3.60 4.70
H 1.15 -5.07 5.28
H -0.15 -5.11 4.04
H 3.70 -4.05 2.98
C 1.85 0.33 -5.47
C 1.16 -1.07 -5.42
C 0.13 -1.16 -4.37
O 0.55 -1.33 -6.69
H 2.57 0.45 -6.28
H 2.33 0.64 -4.54
H 1.10 1.03 -5.84
H 1.92 -1.82 -5.24
H -0.42 -2.10 -4.35
H -0.50 -0.29 -4.54
H 0.61 -1.03 -3.40
H -0.08 -0.63 -6.89
C 2.22 2.96 -2.93
C 2.14 4.44 -2.79
C 1.12 4.98 -1.70
O 3.35 4.90 -2.37
H 2.92 2.77 -3.74
H 1.32 2.42 -3.21
H 2.57 2.53 -1.99
H 1.77 4.93 -3.69
H 1.38 4.69 -0.68
H 0.09 4.63 -1.79
H 1.02 6.06 -1.79
H 3.52 5.78 -2.71
C 0.80 3.75 2.21
C -0.70 3.61 2.11
C -1.22 3.74 0.73
O -1.08 2.33 2.48
H 0.95 4.83 2.11
H 1.31 3.30 1.35
H 1.19 3.27 3.10
H -1.05 4.32 2.86
H -1.07 4.78 0.43
H -2.25 3.39 0.69
H -0.61 3.20 0.01
H -0.57 1.66 2.03
C -0.38 -1.52 0.83
C 0.23 -0.27 0.10
C -0.75 0.57 -0.75
O 0.73 0.57 1.06
H -0.82 -2.21 0.12
H -1.28 -1.16 1.34
H 0.28 -1.99 1.56
H 1.17 -0.48 -0.41
H -1.47 0.86 0.01
H -1.22 -0.08 -1.49
H -0.11 1.31 -1.23
H 1.41 0.11 1.56
C -4.12 -1.15 -0.16
C -5.21 -1.49 0.89
C -6.27 -0.40 1.03
O -5.92 -2.65 0.53
H -4.53 -1.05 -1.16
H -3.46 -2.00 -0.36
H -3.50 -0.29 0.09
H -4.69 -1.59 1.84
H -5.87 0.60 1.18
H -7.00 -0.55 1.83
H -6.85 -0.22 0.13
H -6.36 -3.01 1.30
O -2.60 -1.61 4.04
H -1.66 -1.59 4.23
H -2.90 -0.71 4.23
O 3.50 -1.78 0.02
H 3.31 -1.07 0.64
H 4.12 -2.35 0.48
O 3.29 0.35 1.94
H 3.57 1.26 1.93
H 3.44 0.06 2.84

---

--- Q ---
# C18H54O9

A cluster of 9 separate species, C18H54O9 in total (ωB97M-V/def2-TZVPD, the OMol25 dataset).

Computed properties:
E_HOMO	-9.59	eV
total charge	0
2S+1	1
structure (SMILES)	CCO.CCO.CCO.CCO.CCO.CCO.CCO.CCO.CCO

Cartesian coordinates (Å):
C 1.31 3.53 3.59
C 0.91 3.99 2.18
O -0.48 4.12 2.11
H 1.15 4.39 4.23
H 2.38 3.33 3.51
H 0.80 2.71 4.10
H 1.27 3.35 1.37
H 1.34 4.95 1.91
H -0.76 4.25 1.20
C -2.58 -3.40 -1.55
C -4.03 -3.48 -1.95
O -4.13 -3.01 -3.25
H -2.05 -3.83 -2.41
H -2.36 -3.96 -0.64
H -2.26 -2.37 -1.41
H -4.66 -2.89 -1.28
H -4.17 -4.56 -1.83
H -3.90 -2.08 -3.29
C 1.20 -5.68 0.03
C 0.67 -4.64 0.99
O 1.15 -3.39 0.52
H 2.28 -5.75 -0.03
H 0.73 -5.63 -0.95
H 0.94 -6.66 0.42
H 0.90 -4.95 2.01
H -0.38 -4.40 0.80
H 0.46 -2.72 0.52
C 1.84 -3.74 -3.84
C 1.69 -2.80 -2.63
O 2.78 -2.76 -1.67
H 2.75 -3.53 -4.41
H 1.02 -3.75 -4.56
H 2.06 -4.78 -3.56
H 0.80 -3.10 -2.08
H 1.51 -1.81 -3.05
H 2.53 -2.99 -0.78
C 2.32 3.71 -1.56
C 1.93 3.80 -3.03
O 1.68 5.06 -3.53
H 2.65 2.70 -1.33
H 1.59 3.89 -0.77
H 3.21 4.34 -1.49
H 1.08 3.19 -3.31
H 2.78 3.42 -3.61
H 1.62 5.02 -4.49
C -2.61 3.57 -1.07
C -1.41 4.49 -1.33
O -0.99 5.29 -0.24
H -3.47 3.89 -1.65
H -2.98 3.40 -0.05
H -2.28 2.58 -1.39
H -1.50 4.93 -2.32
H -0.62 3.75 -1.41
H -1.11 6.24 -0.32
C 2.83 -1.16 2.38
C 2.73 -0.31 3.65
O 2.44 -0.92 4.91
H 2.64 -0.61 1.46
H 2.03 -1.89 2.51
H 3.79 -1.69 2.42
H 1.91 0.38 3.42
H 3.61 0.34 3.67
H 3.04 -1.66 5.07
C 0.13 0.94 0.31
C -0.41 -0.34 -0.45
O -0.56 -1.41 0.41
H 1.22 0.97 0.29
H -0.24 0.98 1.34
H -0.13 1.85 -0.23
H 0.24 -0.62 -1.28
H -1.44 -0.18 -0.78
H -1.23 -1.20 1.06
C -3.41 0.61 1.25
C -2.84 0.23 2.65
O -2.14 -1.01 2.44
H -2.65 0.89 0.52
H -4.12 1.44 1.21
H -3.90 -0.24 0.77
H -3.61 0.11 3.41
H -2.10 0.90 3.09
H -2.45 -1.65 3.09

---

Short version: Q is the least stable of them.